[1]
117
Properties=species:S:1:pos:R:3 method="wB97M-V/def2-TZVPD" charge=-2 orbital_gap_ev=4.640
Ca 0.239 0.038 1.159
C 0.300 -2.620 4.885
C 0.946 -3.230 3.675
C 2.192 -2.783 3.241
C 2.738 -3.218 2.042
C 4.044 -2.669 1.538
C 2.029 -4.150 1.287
C 0.807 -4.642 1.713
C 0.007 -5.579 0.853
C 0.278 -4.174 2.913
H 1.044 -2.217 5.574
H -0.316 -3.348 5.417
H -0.341 -1.792 4.573
H 2.723 -2.048 3.833
H 4.551 -2.096 2.315
H 3.887 -2.006 0.682
H 4.710 -3.473 1.216
H 2.431 -4.473 0.331
H -0.455 -6.372 1.446
H 0.629 -6.044 0.086
H -0.791 -5.025 0.358
H -0.707 -4.510 3.226
O -0.117 2.139 0.906
S 0.045 2.572 2.526
C -0.437 5.764 1.448
C -1.497 5.098 0.836
C -2.779 5.177 1.355
C -3.034 5.933 2.490
C -1.989 6.603 3.109
C -0.706 6.516 2.592
C 0.949 5.675 0.892
C 1.295 4.662 -0.004
C 2.574 4.602 -0.536
C 3.533 5.541 -0.187
C 3.208 6.539 0.718
C 1.929 6.602 1.250
H -1.322 4.469 -0.023
H -3.575 4.618 0.881
H -4.034 5.977 2.905
H -2.162 7.177 4.012
H 0.098 7.007 3.122
H 0.608 3.846 -0.192
H 2.830 3.780 -1.192
H 4.536 5.474 -0.592
H 3.948 7.271 1.021
H 1.700 7.397 1.947
C 3.239 2.276 2.266
C 2.531 1.843 3.548
C 3.340 0.715 4.190
C 2.523 3.037 4.516
C 1.117 1.319 3.234
H 4.264 2.612 2.468
H 2.693 3.093 1.797
H 3.285 1.453 1.547
H 4.335 1.056 4.501
H 3.467 -0.102 3.480
H 2.824 0.319 5.070
H 3.535 3.406 4.722
H 2.064 2.747 5.467
H 1.939 3.854 4.089
H 0.640 0.988 4.168
C -4.414 -1.279 -5.537
C -3.777 -2.329 -4.666
C -3.300 -3.495 -5.252
C -2.659 -4.456 -4.485
C -2.538 -4.275 -3.122
C -3.027 -3.118 -2.510
N -2.816 -2.988 -1.133
C -3.720 -2.502 -0.216
C -5.098 -2.604 -0.437
C -5.999 -2.109 0.487
C -5.555 -1.504 1.656
C -4.191 -1.416 1.885
C -3.262 -1.916 0.982
C -1.793 -1.789 1.319
O -0.950 -2.440 0.652
O -1.477 -1.007 2.250
C -3.619 -2.111 -3.288
C -3.999 -0.785 -2.686
H -4.600 -1.675 -6.536
H -3.769 -0.404 -5.643
H -5.362 -0.929 -5.126
H -3.410 -3.635 -6.321
H -2.264 -5.352 -4.948
H -2.065 -5.021 -2.497
H -1.854 -2.992 -0.770
H -5.447 -3.077 -1.347
H -7.062 -2.199 0.289
H -6.258 -1.100 2.373
H -3.793 -0.936 2.770
H -5.040 -0.759 -2.353
H -3.864 0.015 -3.414
H -3.377 -0.554 -1.822
C 2.846 -2.963 -3.689
C 3.105 -1.496 -4.002
C 2.089 -0.552 -3.357
C 2.434 0.909 -3.746
C 1.481 1.977 -3.227
C 0.708 -0.848 -3.905
O 0.503 -1.085 -5.084
N -0.301 -0.776 -3.000
C -0.144 -0.425 -1.646
O -1.154 -0.107 -1.026
N 1.073 -0.474 -1.065
C 2.178 -0.639 -1.820
O 3.292 -0.781 -1.322
H 3.620 -3.597 -4.127
H 1.885 -3.291 -4.088
H 2.852 -3.134 -2.612
H 3.079 -1.331 -5.082
H 4.089 -1.208 -3.629
H 2.480 0.944 -4.839
H 3.443 1.091 -3.367
H 0.474 1.854 -3.629
H 1.832 2.965 -3.529
H 1.404 1.970 -2.139
H -1.248 -0.885 -3.335

***

[2]
131
Properties=species:S:1:pos:R:3 method="wB97M-V/def2-TZVPD" multiplicity=5 charge=+2 s_squared=6.1742 orbital_gap_ev="5.609 / 6.970"
Mn 0.135 0.322 0.142
C -0.132 0.242 4.096
P 0.699 -0.153 2.494
C 0.693 -1.972 2.589
C 1.837 -2.766 2.624
C 1.722 -4.142 2.778
C 0.470 -4.734 2.873
C -0.677 -3.950 2.803
C -0.567 -2.576 2.666
C 2.367 0.504 2.801
C 2.658 1.765 2.284
C 3.855 2.397 2.594
C 4.781 1.762 3.409
C 4.485 0.517 3.954
C 3.276 -0.103 3.671
P -1.076 1.806 4.449
C -1.188 1.607 6.268
C -1.345 2.760 7.037
C -1.428 2.680 8.419
C -1.371 1.445 9.054
C -1.254 0.292 8.297
C -1.174 0.370 6.909
C 0.256 3.063 4.396
C 0.047 4.196 3.621
C 0.985 5.229 3.595
C 2.132 5.134 4.372
C 2.337 4.015 5.175
C 1.408 2.986 5.185
H 0.663 0.128 4.834
H -0.848 -0.560 4.241
H 2.819 -2.322 2.522
H 2.616 -4.754 2.828
H 0.388 -5.807 3.007
H -1.658 -4.409 2.858
H -1.467 -1.971 2.619
H 1.929 2.286 1.671
H 4.055 3.390 2.209
H 5.725 2.243 3.639
H 5.189 0.037 4.623
H 3.037 -1.039 4.159
H -1.393 3.730 6.554
H -1.540 3.587 9.004
H -1.434 1.383 10.134
H -1.227 -0.677 8.785
H -1.104 -0.552 6.340
H -0.879 4.279 3.072
H 0.806 6.116 2.995
H 2.853 5.944 4.374
H 3.219 3.954 5.806
H 1.569 2.124 5.827
C -6.288 1.526 -5.385
C -5.452 1.755 -6.645
S -3.814 2.359 -6.304
O -3.206 2.834 -7.516
O -3.867 3.224 -5.143
C -2.903 0.905 -5.778
C -1.460 1.342 -5.442
N -0.942 0.721 -4.203
C -0.930 1.307 -2.992
N -0.319 0.518 -2.095
C 0.067 -0.610 -2.761
C -0.316 -0.507 -4.047
N -0.236 -1.549 -5.033
O -0.747 -1.360 -6.126
O 0.311 -2.582 -4.684
C -1.556 2.631 -2.730
H -7.327 1.340 -5.660
H -6.255 2.401 -4.740
H -5.932 0.661 -4.818
H -5.872 2.532 -7.289
H -5.310 0.848 -7.239
H -2.916 0.169 -6.581
H -3.427 0.527 -4.894
H -1.398 2.416 -5.302
H -0.803 1.077 -6.254
H 0.576 -1.435 -2.299
H -2.359 2.845 -3.433
H -0.821 3.437 -2.814
H -1.956 2.636 -1.723
C -5.878 -0.347 -1.640
C -4.544 0.096 -2.226
N -3.404 -0.342 -1.399
C -2.628 -1.421 -1.474
S -1.542 -1.746 -0.157
N -2.617 -2.262 -2.505
C -3.537 -2.413 -3.648
C -3.220 -3.714 -4.363
H -6.699 -0.020 -2.282
H -6.030 0.085 -0.647
H -5.922 -1.436 -1.550
H -4.495 1.183 -2.271
H -4.425 -0.278 -3.232
H -3.348 0.094 -0.492
H -1.956 -3.012 -2.387
H -3.413 -1.578 -4.338
H -4.567 -2.423 -3.295
H -2.173 -3.746 -4.680
H -3.843 -3.807 -5.251
H -3.422 -4.574 -3.717
F 0.604 2.770 -0.286
C -0.664 2.872 0.223
C -1.256 1.696 0.623
C -2.536 1.816 1.103
F -3.214 0.738 1.517
C -3.205 3.024 1.114
F -4.451 3.090 1.543
C -2.571 4.171 0.663
F -3.202 5.322 0.673
C -1.265 4.102 0.215
F -0.636 5.181 -0.222
C 1.757 -3.105 -0.456
N 2.982 -2.324 -0.269
C 4.163 -3.071 0.174
C 3.037 -1.012 -0.566
N 1.957 -0.220 -0.470
N 4.219 -0.511 -0.971
C 4.496 0.920 -0.929
C 5.116 -1.269 -1.855
H 1.782 -3.962 0.212
H 1.684 -3.476 -1.482
H 0.876 -2.534 -0.218
H 3.848 -3.762 0.955
H 4.903 -2.392 0.590
H 4.622 -3.659 -0.621
H 2.189 0.671 -0.899
H 4.194 1.419 -1.857
H 5.569 1.061 -0.810
H 4.006 1.380 -0.083
H 4.656 -2.196 -2.174
H 6.069 -1.482 -1.375
H 5.307 -0.670 -2.743

***

[3]
118
Properties=species:S:1:pos:R:3 method="wB97M-V/def2-TZVPD" charge=+3 orbital_gap_ev=5.918
Ta -0.620 0.224 0.364
C 1.700 4.132 -1.074
C 2.854 3.632 -0.221
C 3.468 2.377 -0.792
Sb 2.487 0.502 -0.329
C 3.830 -0.525 -1.533
C 3.722 -0.661 -2.911
C 4.800 -1.122 -3.646
C 6.022 -1.376 -3.032
C 6.153 -1.223 -1.652
C 5.051 -0.811 -0.904
C 3.177 0.136 1.601
C 4.315 0.723 2.128
C 4.674 0.559 3.463
C 3.858 -0.185 4.316
C 2.699 -0.782 3.821
C 2.401 -0.637 2.473
Sb -0.272 3.189 -0.925
C -1.041 4.554 -2.311
C -1.641 4.265 -3.525
C -2.153 5.303 -4.309
C -2.022 6.640 -3.912
C -1.336 6.941 -2.743
C -0.880 5.892 -1.924
C -0.781 4.054 0.941
C 0.057 3.759 2.030
C -0.139 4.378 3.255
C -1.192 5.271 3.424
C -2.089 5.506 2.372
C -1.866 4.902 1.135
H 1.977 4.087 -2.124
H 1.503 5.154 -0.812
H 2.629 3.553 0.855
H 3.631 4.418 -0.257
H 4.504 2.220 -0.448
H 3.517 2.414 -1.889
H 2.793 -0.440 -3.414
H 4.712 -1.285 -4.712
H 6.887 -1.666 -3.626
H 7.120 -1.369 -1.171
H 5.190 -0.665 0.169
H 4.962 1.343 1.503
H 5.577 1.028 3.851
H 4.146 -0.327 5.345
H 2.098 -1.420 4.480
H 1.537 -1.156 2.078
H -1.769 3.248 -3.892
H -2.668 5.061 -5.232
H -2.437 7.430 -4.530
H -1.191 7.957 -2.401
H -0.375 6.168 -0.992
H 0.916 3.087 1.927
H 0.544 4.215 4.087
H -1.338 5.788 4.344
H -2.925 6.174 2.519
H -2.554 5.162 0.342
C -1.151 0.955 4.664
C -0.906 0.683 3.332
N -0.494 0.327 2.344
H -1.533 0.058 5.156
H -1.832 1.804 4.777
H -0.166 1.185 5.061
O -2.670 -0.671 1.306
C -3.273 0.022 0.486
N -2.508 0.803 -0.295
C -3.302 1.887 -0.753
O -2.875 2.938 -1.117
C -4.725 1.474 -0.479
C -5.897 2.108 -0.819
C -7.087 1.495 -0.475
C -7.103 0.325 0.259
C -5.907 -0.279 0.675
C -4.717 0.303 0.257
H -5.881 3.042 -1.338
H -8.037 1.949 -0.757
H -8.070 -0.064 0.546
H -5.937 -1.179 1.316
C -3.069 -3.559 -0.716
C -1.747 -3.648 -1.460
C -1.639 -5.053 -2.057
C -1.771 -2.651 -2.601
P -0.286 -3.217 -0.320
N -0.257 -1.468 0.024
C -0.399 -4.036 1.396
C -0.909 -5.451 1.284
C 0.956 -4.120 2.116
C -1.288 -3.199 2.303
C 1.350 -3.659 -1.089
C 2.475 -3.083 -0.272
C 1.505 -5.156 -1.088
C 1.479 -3.177 -2.526
H -3.851 -3.651 -1.474
H -3.193 -2.599 -0.207
H -3.209 -4.349 0.018
H -2.609 -5.238 -2.513
H -1.450 -5.873 -1.360
H -0.901 -5.091 -2.839
H -2.416 -3.051 -3.397
H -0.798 -2.500 -3.043
H -2.188 -1.695 -2.298
H -0.241 -6.122 0.748
H -1.882 -5.531 0.810
H -0.984 -5.814 2.309
H 1.633 -4.887 1.702
H 0.730 -4.360 3.151
H 1.482 -3.179 2.144
H -2.237 -2.914 1.857
H -0.777 -2.269 2.616
H -1.494 -3.770 3.208
H 2.829 -3.778 0.466
H 2.274 -2.148 0.258
H 3.288 -2.844 -0.967
H 1.491 -5.594 -0.097
H 2.511 -5.336 -1.478
H 0.783 -5.670 -1.721
H 1.351 -2.095 -2.607
H 0.797 -3.698 -3.184
H 2.508 -3.429 -2.819

***

[4]
125
Properties=species:S:1:pos:R:3 method="wB97M-V/def2-TZVPD" charge=-1 orbital_gap_ev=3.505
C 0.346 -6.398 2.531
C 1.823 -6.712 2.731
Nb 3.240 -5.025 2.114
C 2.085 -3.430 3.318
C 2.913 -2.171 3.627
C 2.722 -0.877 2.804
C 1.566 -0.717 1.807
C 0.255 -0.203 2.425
C -0.427 0.762 1.436
C -1.394 0.188 0.371
C -2.875 0.435 0.761
C -3.645 -0.820 1.189
C -4.087 -1.630 -0.041
C -4.357 -3.111 0.232
C -5.880 -3.316 0.279
O -6.319 -4.459 0.953
C -5.837 -5.646 0.357
C 1.983 -4.479 0.311
C 2.546 -3.700 -0.899
C 3.678 -2.712 -0.660
C 2.947 -4.634 -2.059
H 0.074 -6.104 1.526
H -0.002 -5.698 3.279
H -0.202 -7.312 2.735
H 1.976 -6.916 3.787
H 2.089 -7.624 2.203
H 4.553 -3.791 1.869
H 4.116 -6.257 1.041
H 4.241 -5.543 3.573
H 1.089 -3.259 2.915
H 1.921 -3.932 4.277
H 3.947 -2.455 3.503
H 2.807 -1.917 4.682
H 3.636 -0.682 2.252
H 2.638 -0.056 3.507
H 1.871 0.070 1.121
H 1.413 -1.597 1.195
H 0.457 0.391 3.306
H -0.430 -1.001 2.690
H -1.013 1.503 1.968
H 0.350 1.287 0.892
H -1.247 0.677 -0.585
H -1.212 -0.867 0.189
H -2.937 1.161 1.565
H -3.422 0.837 -0.092
H -4.560 -0.473 1.662
H -3.068 -1.445 1.858
H -3.316 -1.533 -0.797
H -4.998 -1.189 -0.431
H -3.944 -3.694 -0.582
H -3.869 -3.440 1.140
H -6.286 -2.467 0.820
H -6.285 -3.281 -0.734
H -5.638 -5.474 -0.698
H -6.558 -6.437 0.492
H -4.906 -5.922 0.817
H 1.594 -5.418 -0.090
H 1.101 -3.955 0.672
H 1.723 -3.112 -1.311
H 3.875 -2.145 -1.569
H 3.546 -2.049 0.184
H 4.583 -3.278 -0.461
H 3.689 -4.135 -2.670
H 2.063 -4.788 -2.669
H 3.262 -5.605 -1.700
C -3.168 4.579 -1.484
C -3.655 5.794 -1.248
C -5.106 6.074 -1.361
O -5.553 7.182 -1.148
C -5.997 4.953 -1.745
C -5.510 3.737 -1.981
C -4.058 3.455 -1.869
O -3.613 2.351 -2.081
H -2.113 4.351 -1.408
H -3.024 6.627 -0.966
H -7.052 5.183 -1.822
H -6.142 2.905 -2.263
C 0.288 4.573 5.990
C 0.995 3.781 5.190
C 1.202 2.348 5.515
O 1.846 1.626 4.790
C 0.588 1.832 6.763
C -0.119 2.625 7.563
C -0.325 4.058 7.239
O -0.972 4.781 7.966
H 0.125 5.621 5.773
H 1.450 4.137 4.274
H 0.750 0.783 6.980
H -0.575 2.269 8.478
C 9.796 -2.165 -0.338
C 8.764 -2.158 0.500
C 7.442 -1.624 0.084
O 6.502 -1.615 0.840
C 7.314 -1.103 -1.299
C 8.349 -1.112 -2.137
C 9.668 -1.643 -1.721
O 10.613 -1.653 -2.486
H 10.769 -2.548 -0.057
H 8.833 -2.536 1.512
H 6.343 -0.723 -1.579
H 8.276 -0.738 -3.145
C 5.416 -1.400 -6.911
C 6.000 -1.275 -5.723
C 5.697 -0.127 -4.835
O 6.231 -0.013 -3.753
C 4.716 0.875 -5.319
C 4.132 0.750 -6.507
C 4.436 -0.398 -7.396
O 3.903 -0.512 -8.478
H 5.624 -2.230 -7.574
H 6.717 -1.997 -5.350
H 4.509 1.704 -4.654
H 3.415 1.470 -6.878
C -9.833 9.996 -4.408
C -9.707 8.696 -4.157
C -8.507 8.159 -3.468
O -8.395 6.973 -3.244
C -7.454 9.125 -3.068
C -7.582 10.425 -3.320
C -8.780 10.963 -4.008
O -8.899 12.147 -4.236
H -10.699 10.408 -4.910
H -10.463 7.975 -4.440
H -6.589 8.712 -2.565
H -6.827 11.147 -3.037